Computed, not measured: an isolated ion of composition C5H11O2 and charge -1, with ωB97M-V with the def2-TZVPD basis set.

XYZ file:
```
18
Properties=species:S:1:pos:R:3:forces:R:3
H 0.9119 3.6536 0.7969 0.0 0.1 0.0
H 1.7068 2.4055 1.7667 0.0 0.0 0.1
O -0.8395 0.1945 1.4716 -0.2 0.1 0.1
C 0.2207 0.2555 0.7535 0.0 -0.4 -0.5
H 1.1471 -0.1782 1.2157 0.1 0.1 0.1
C 0.7937 2.6526 1.2171 0.0 -0.1 -0.3
H 1.4285 1.5171 -0.5218 -0.1 0.0 0.1
H 0.0952 -2.6779 -2.2046 -0.1 0.0 0.0
H -0.0529 -2.4817 0.3214 0.0 -0.2 0.1
H -0.3002 1.9001 -0.4990 -0.1 0.0 0.0
C -0.5798 -1.7841 -0.3501 0.0 0.2 0.0
H -1.4283 -3.3592 -1.5749 0.1 0.1 0.0
H -0.0517 2.6382 1.9016 0.0 0.1 0.1
O 0.1789 -0.6367 -0.5510 -0.2 0.2 0.1
H -1.4026 -1.7447 -2.3157 -0.1 0.0 -0.1
C 0.5475 1.6156 0.1291 0.3 0.1 0.0
H -1.5325 -1.5316 0.1347 0.1 0.0 0.1
C -0.8429 -2.4387 -1.6913 0.1 -0.2 0.0
```
Forces are in eV/Å.

Results
**Highest occupied orbital energy**: -2.97 eV
**Net charge**: -1
**ΔE to the lowest compared entry with this formula, charge and spin**: 155.9 kJ/mol
**SMILES**: CCO[C@H]([O-])CC
**E_tot**: -9458.4131 eV
**LUMO energy**: 0.1573 Eh

The net atomic charges from natural (NBO), expressed in e, are: H 0.175; H 0.182; O -0.882; C 0.419; H 0.037; C -0.611; H 0.175; H 0.187; H 0.121; H 0.190; C -0.059; H 0.178; H 0.221; O -0.658; H 0.195; C -0.441; H 0.182; C -0.612

***

Computed, not measured: a 2-piece molecular cluster, C5H11O2 overall, with ωB97M-V with the def2-TZVPD basis set.

XYZ file:
```
18
Properties=species:S:1:pos:R:3:forces:R:3
H 2.0149 -4.2640 -0.1487 0.1 0.1 0.0
C 0.2029 3.4343 1.1134 0.8 -0.6 0.1
C -1.0748 1.5764 0.0405 0.0 0.2 0.4
C 0.2022 2.2508 0.4973 -0.2 0.5 -0.4
H -1.6533 2.3633 -0.4724 -0.2 -0.4 0.4
H -0.6791 3.8375 1.5960 -0.2 0.2 -0.4
C -0.8057 0.4021 -0.8823 1.1 -0.3 0.6
H -1.6979 0.0296 -1.3873 0.1 0.3 -0.4
H -1.2089 -1.1053 0.5225 0.3 -0.4 -0.5
H 1.1087 1.7412 0.1598 -0.1 0.4 0.0
H 1.1361 3.9812 1.2145 0.0 0.0 0.4
H 0.3295 -0.4390 0.8262 0.0 0.4 -0.6
H 0.0115 0.7190 -1.5470 -0.4 -0.2 -0.5
H -1.5593 1.2371 0.9663 -0.5 0.0 -0.3
O 1.0828 -4.1029 0.0081 0.3 0.0 0.4
C -0.2653 -0.7996 -0.0726 -0.4 0.0 1.9
O 0.3870 -1.7644 -0.7328 0.0 -0.2 -0.4
H 0.9536 -3.0831 -0.0949 -0.6 -0.1 -0.6
```
Forces are in eV/Å.

Results
**Highest occupied orbital energy (alpha / beta)**: 3.92 / -0.64 eV
**Net charge**: -2
**Expectation value of S²**: 0.752
**ΔE to the lowest compared entry with this formula, charge and spin**: 236.0 kJ/mol
**2S+1**: 2
**E_tot**: -9453.6305 eV
**LUMO energy (alpha / beta)**: 0.2249 / 0.2244 Eh

The net atomic charges from natural (NBO), expressed in e, are: H 0.427; C -1.153; C -0.479; C -0.249; H 0.195; H 0.138; C -0.432; H 0.181; H 0.048; H 0.172; H 0.141; H 0.086; H 0.181; H 0.198; O -1.039; C 0.009; O -0.946; H 0.520